# 1
Computed, not measured: a cluster of 2 separate species, C13H9F15NO in total, with ωB97M-V/def2-TZVPD.

Computed properties:
E in hartree: -2128.54000
Relative energy (zero: lowest compared OMol25 entry of this formula, charge and spin) in kJ/mol: 0.0
F_max in Eh/bohr: 0.014
Total charge: +1
HOMO energy in eV: -14.05
E_LUMO in eV: -4.8936
Frontier orbital gap in eV: 9.15

Each line ends with the Mulliken charge.
Positions of all 39 atoms, in Å:
1 F -0.335 5.789 -1.003  -0.23
2 C -1.575 6.247 -0.713  0.63
3 F -1.478 7.243 0.167  -0.21
4 F -2.155 6.685 -1.831  -0.22
5 C -2.393 5.086 -0.080  0.80
6 F -3.653 5.499 0.095  -0.27
7 F -1.841 4.786 1.119  -0.28
8 C -2.422 3.761 -0.937  0.24
9 F -3.591 3.151 -0.749  -0.29
10 F -2.249 4.020 -2.237  -0.28
11 N -1.358 2.810 -0.525  0.18
12 C -0.174 2.825 -1.172  0.25
13 C 0.836 1.970 -0.785  -1.11
14 C 0.616 1.101 0.283  0.11
15 C -0.617 1.111 0.940  -0.99
16 C -1.595 1.980 0.518  0.21
17 H -0.060 3.504 -2.004  0.49
18 H 1.768 1.993 -1.331  0.44
19 H 1.388 0.417 0.604  0.49
20 H -0.826 0.441 1.762  0.47
21 H -2.574 2.039 0.970  0.49
22 C 2.197 -3.530 -0.644  -0.86
23 C 1.965 -2.478 0.445  1.08
24 C 2.409 -2.799 1.874  0.07
25 F 1.719 -3.839 2.363  -0.22
26 F 2.145 -1.707 2.638  -0.26
27 F 0.673 -2.067 0.451  -0.28
28 F 2.719 -1.381 0.092  -0.37
29 O 1.087 -4.328 -0.973  -0.40
30 C 0.870 -5.531 -0.350  0.80
31 C -0.536 -5.586 0.263  0.18
32 F -0.694 -4.568 1.138  -0.22
33 F -0.675 -6.750 0.922  -0.25
34 F 1.814 -5.797 0.564  -0.28
35 F 0.918 -6.494 -1.291  -0.29
36 H 2.406 -2.960 -1.549  0.43
37 H 3.082 -4.126 -0.420  0.35
38 H 3.481 -3.008 1.911  0.32
39 H -1.289 -5.510 -0.524  0.26

# 2
Computed, not measured: the ion C13H9F7N2O3S with charge +2 at a distorted geometry, with ωB97M-V/def2-TZVPD.

Computed properties:
E in hartree: -1932.22362
F_max in Eh/bohr: 0.179
Total charge: +2
HOMO energy in eV: -17.29
E_LUMO in eV: -8.6649
Frontier orbital gap in eV: 8.62

Each line ends with the Mulliken charge.
Positions of all 35 atoms, in Å:
1 O -3.688 1.950 0.675  -0.57
2 S -2.874 1.140 1.635  1.08
3 O -2.861 1.881 2.946  -0.51
4 N -1.261 1.026 0.912  0.02
5 C -0.245 0.258 1.599  0.02
6 C 1.208 0.045 1.039  -0.62
7 C 1.579 0.684 -0.327  0.46
8 C 2.971 0.550 -1.081  0.28
9 C 4.191 1.493 -0.931  -0.40
10 C 5.449 1.180 -1.818  -0.26
11 N 5.499 0.071 -2.755  0.32
12 O 6.593 -0.179 -3.518  -0.33
13 C 4.384 -0.856 -2.929  -0.24
14 C 3.094 -0.648 -2.102  -0.47
15 C 0.468 1.543 -1.037  -0.55
16 C -0.930 1.666 -0.359  -0.12
17 C -3.446 -0.620 1.863  0.64
18 F -2.897 -1.054 3.124  -0.23
19 F -2.819 -1.420 0.874  -0.26
20 C -5.036 -0.816 1.982  0.44
21 F -5.550 -0.519 3.283  -0.22
22 F -5.799 -0.072 1.055  -0.21
23 C -5.414 -2.381 1.710  0.61
24 F -4.564 -3.279 2.385  -0.21
25 F -5.333 -2.685 0.318  -0.22
26 F -6.760 -2.587 2.113  -0.19
27 H -0.536 -0.209 2.602  0.45
28 H 1.964 -0.590 1.610  0.41
29 H 4.151 2.388 -0.216  0.42
30 H 6.410 1.818 -1.779  0.41
31 H 6.420 -1.027 -4.013  0.41
32 H 4.399 -1.724 -3.678  0.41
33 H 2.214 -1.362 -2.227  0.38
34 H 0.728 2.042 -2.027  0.44
35 H -1.710 2.291 -0.928  0.42

# 3
Computed, not measured: a structure of composition C13H9IrN2O5Se at a distorted geometry, with ωB97M-V/def2-TZVPD.

Computed properties:
E in hartree: -3491.47216
Relative energy (zero: lowest compared OMol25 entry of this formula, charge and spin) in kJ/mol: 0.0
F_max in Eh/bohr: 0.100
Total charge: +2
HOMO energy (alpha / beta) in eV: -11.97 / -16.05
E_LUMO (alpha / beta) in eV: -6.7243 / -10.4822
2S+1: 5
Frontier orbital gap (alpha / beta) in eV: 5.25 / 5.57

Each line ends with the Mulliken charge.
Positions of all 31 atoms, in Å:
1 O -4.651 -7.284 -2.256  -0.15
2 C -3.839 -6.617 -1.816  0.15
3 Ir -1.664 -2.535 -1.285  0.80
4 C -0.088 -1.765 -0.317  0.20
5 O 0.843 -1.335 0.197  -0.28
6 C -2.250 -0.895 -2.205  0.25
7 O -2.637 -0.009 -2.828  -0.26
8 C -3.020 -2.265 0.154  0.44
9 O -3.869 -2.029 0.911  -0.29
10 C -0.659 -3.108 -2.881  0.36
11 O -0.140 -3.374 -3.886  -0.27
12 H -2.995 -3.225 -2.074  0.17
13 C -0.305 0.833 2.738  -0.95
14 N 0.150 1.241 1.423  0.35
15 C -0.470 0.984 0.231  -0.81
16 Se -2.114 0.150 0.172  -0.09
17 N 0.362 1.443 -0.761  0.22
18 C 1.499 2.027 -0.198  0.68
19 C 2.598 2.589 -0.776  -0.69
20 C 3.598 3.033 0.093  -0.55
21 C 3.468 2.885 1.498  -0.69
22 C 2.334 2.291 2.056  -0.37
23 C 1.365 1.882 1.183  0.70
24 H -1.274 0.298 2.676  0.31
25 H -0.441 1.716 3.376  0.40
26 H 0.421 0.166 3.234  0.38
27 H 0.182 1.359 -1.755  0.25
28 H 2.648 2.672 -1.885  0.42
29 H 4.495 3.494 -0.315  0.43
30 H 4.267 3.234 2.150  0.43
31 H 2.187 2.143 3.145  0.47